1:
Density functional theory data (ωB97M-V/def2-TZVPD) for 2 unconnected molecules or ions with the total composition C17H19N.

Geometry (Å):
C -1.60 -2.02 -1.13
C -0.56 -2.36 -0.09
C 0.59 -3.11 -0.14
N 1.22 -3.05 1.22
C 0.31 -2.30 2.02
C 0.35 -2.03 3.40
C -0.48 -1.12 3.93
C -1.50 -0.50 3.16
C -1.65 -1.03 1.83
C -0.65 -1.76 1.19
H -2.34 -2.75 -1.45
H -1.13 -1.75 -2.17
H -2.05 -1.05 -0.91
H 1.08 -3.59 -0.95
H 1.69 -3.84 1.59
H 1.16 -2.36 4.03
H -0.48 -0.81 4.98
H -2.16 0.23 3.55
H -2.49 -0.70 1.25
C 2.56 1.86 0.02
C 1.20 1.31 -0.26
C 0.47 1.91 -1.44
C 0.62 1.45 -2.73
C 0.22 2.28 -3.75
C -0.57 3.36 -3.45
C -0.84 3.71 -2.16
C -0.29 2.99 -1.12
H 3.26 1.03 0.21
H 2.72 2.60 0.78
H 2.98 2.22 -0.99
H 1.22 0.22 -0.50
H 0.54 1.36 0.63
H 0.88 0.41 -3.05
H 0.48 2.26 -4.84
H -0.98 4.09 -4.18
H -1.41 4.58 -2.07
H -0.54 3.38 -0.20

Molar mass   237.3 g mol⁻¹
HOMO-LUMO gap   0.32994 Ha
LUMO energy   0.9 eV
HOMO   -8.1070 eV

***

2:
Density functional theory data (ωB97M-V/def2-TZVPD) for 2 unconnected molecules or ions with the total composition C17H19N.

Geometry (Å):
C -0.36 -1.07 -2.57
C 0.46 -1.83 -1.58
C 0.07 -2.98 -0.96
N 0.81 -3.23 0.16
C 1.74 -2.21 0.30
C 2.84 -2.17 1.18
C 3.69 -1.11 0.99
C 3.56 -0.22 -0.10
C 2.50 -0.32 -0.97
C 1.61 -1.42 -0.83
H -1.37 -1.49 -2.64
H 0.15 -1.01 -3.53
H -0.48 -0.03 -2.25
H -0.83 -3.47 -1.30
H 0.61 -3.91 0.87
H 2.77 -2.87 2.01
H 4.34 -0.79 1.78
H 4.27 0.58 -0.17
H 2.23 0.44 -1.69
C -2.47 2.41 -1.70
C -1.18 2.43 -0.85
C -1.36 1.64 0.45
C -0.49 0.65 0.82
C -0.66 -0.02 2.04
C -1.55 0.48 2.96
C -2.14 1.73 2.72
C -2.22 2.20 1.42
H -2.87 3.43 -1.65
H -3.20 1.69 -1.36
H -2.26 2.34 -2.76
H -0.45 1.86 -1.39
H -0.80 3.41 -0.57
H 0.36 0.40 0.19
H -0.17 -0.93 2.24
H -1.78 0.01 3.90
H -2.46 2.32 3.58
H -2.87 3.06 1.29

Molar mass   237.3 g mol⁻¹
HOMO-LUMO gap   0.31967 Ha
LUMO energy   0.9 eV
HOMO   -7.8391 eV

***

2 ends up most stable, edging out the next structure by 0.0341 hartree.

***

1:
Density functional theory data (ωB97M-V/def2-TZVPD) for a single C5H8OS molecule.

Geometry (Å):
C -0.63 1.09 1.82
C -0.66 0.43 0.63
C 0.01 1.09 -0.64
C 1.25 0.21 -1.08
S 0.73 -1.45 -1.57
C -0.42 -1.96 -0.07
O -1.17 -0.69 0.39
H -0.89 0.54 2.85
H -0.62 2.18 1.84
H 0.48 2.06 -0.39
H -0.62 1.29 -1.48
H 1.76 0.52 -2.15
H 2.02 0.07 -0.29
H -1.25 -2.71 -0.78
H 0.01 -2.66 0.92

Molar mass   116.2 g mol⁻¹
HOMO-LUMO gap   0.34423 Ha
LUMO energy   0.7 eV
HOMO   -8.6546 eV

***

2:
Density functional theory data (ωB97M-V/def2-TZVPD) for a single C5H8OS molecule.

Geometry (Å):
C 1.43 -2.16 0.01
C 0.11 -1.84 -0.18
C -0.02 1.47 0.90
C -2.08 1.50 -0.15
C -0.24 -0.64 -0.82
O -1.33 1.60 1.00
S -1.89 -0.21 -0.85
H 1.70 -2.93 0.61
H 2.11 -1.69 -0.53
H -0.63 -2.32 0.49
H 0.53 0.93 1.67
H 0.56 2.32 0.36
H -3.19 1.47 0.08
H -2.06 2.22 -1.04
H 0.50 -0.20 -1.40

Molar mass   116.2 g mol⁻¹
HOMO-LUMO gap (spin up / spin down)   0.28977 / 0.27546 Ha
LUMO energy (spin up / spin down)   0.5 / -0.3 eV
HOMO (spin up / spin down)   -7.4057 / -7.7989 eV

***

1 ends up most stable, edging out the next structure by 0.0364 hartree.